C12H42N2O10 as an isolated structure, computed with the ωB97M-V functional and the def2-TZVPD basis.

Geometry as ORCA input:
```
! RIJCOSX wB97M-V def2-TZVPD def2/J DEFGRID3
* xyz 0 1
H -2.965 -23.481 9.217
H -0.119 -18.995 7.320
H 0.503 -21.786 8.522
O 3.518 -18.623 12.104
H -0.248 -17.961 13.487
H 5.053 -14.481 7.246
H 4.415 -20.620 9.206
C -2.600 -22.864 10.038
O -3.482 -21.802 10.280
H 6.437 -16.824 8.378
H 0.280 -18.724 9.743
H 1.709 -20.198 12.131
O 2.283 -20.071 12.886
C 3.086 -17.433 9.326
C -0.605 -18.772 14.121
H 4.219 -18.423 11.483
H 1.631 -18.824 7.128
N -0.653 -21.281 10.421
H 5.041 -15.510 9.388
H 3.491 -17.902 8.430
H 1.479 -20.731 10.066
H -1.513 -18.514 14.666
C 6.258 -16.756 7.305
H 0.741 -19.867 12.085
H -1.417 -20.630 10.533
O 4.065 -19.775 9.488
O -0.287 -18.918 10.489
H -5.324 -22.410 9.639
H 2.712 -19.982 10.526
H -1.435 -21.896 8.517
H -2.652 -23.557 10.879
H 6.640 -17.603 6.734
H 0.255 -19.019 14.743
H 2.864 -19.355 12.628
H 0.815 -20.989 13.468
H 4.825 -19.194 9.505
H 0.232 -19.505 11.039
O 0.699 -18.028 8.833
H 1.944 -18.961 10.223
C 1.763 -17.971 9.803
H 0.561 -22.502 11.578
C -4.828 -22.098 10.558
H 3.543 -14.932 6.816
O -0.881 -19.931 13.358
H 0.086 -21.049 9.777
O 0.804 -21.127 9.149
H 1.534 -17.472 10.744
H -1.027 -22.331 12.298
C 4.095 -15.221 8.930
O 1.767 -20.042 10.665
H 6.971 -15.982 7.020
H 2.757 -18.151 11.766
H -5.373 -21.287 11.041
H 2.485 -15.557 10.159
N 2.891 -15.972 9.332
H 3.838 -17.653 10.084
C 0.172 -20.567 12.696
C -0.234 -21.786 11.787
H 3.967 -14.158 9.134
H 0.862 -20.036 8.290
C 0.837 -19.042 7.841
H -0.625 -23.153 9.386
C -1.266 -22.282 9.522
O 4.905 -16.526 6.898
H -4.787 -22.890 11.306
C 4.364 -15.305 7.429
*
```

As for the orbital gap: 7.778 eV. The total energy is -36559.3540 eV.